Here is a molecular structure, C39H116N8O15 in a non-equilibrium geometry from the OMol25 dataset. Energies are from ωB97M-V/def2-TZVPD.

Each line ends with the Mulliken charge.
CARTESIAN COORDINATES (ANGSTROEM)
O: -2.411 10.855 12.648  -0.794
C: -3.604 11.120 12.019  0.842
H: -1.553 11.994 11.065  -1.274
H: 1.187 11.931 7.793  0.965
H: -0.439 16.530 9.774  0.629
H: -4.607 11.707 10.678  -0.709
C: 1.907 11.818 9.793  -1.902
H: -0.745 10.782 9.849  -0.699
H: -5.690 15.745 11.290  -0.146
H: -7.753 12.457 8.586  0.793
H: -1.927 11.996 5.916  -0.593
H: -3.648 7.083 6.089  0.434
H: -2.031 17.241 9.860  1.456
H: -3.449 18.220 14.443  0.729
H: -1.530 11.584 8.494  0.137
H: 2.421 10.859 9.740  0.417
O: -5.525 13.818 11.854  -0.572
H: -3.568 10.121 9.503  0.004
H: -8.042 11.042 7.463  0.393
N: -9.481 14.738 8.264  -0.882
H: -7.408 16.017 9.385  0.432
N: -0.950 12.681 10.634  0.634
H: -2.316 9.899 12.650  0.613
H: -6.249 15.355 12.932  0.529
O: 0.324 9.369 8.762  -0.540
H: -5.648 13.320 12.665  0.502
H: -2.257 14.749 4.460  0.588
C: -7.484 11.958 7.655  -1.796
H: -4.564 15.452 12.657  -0.435
C: -5.663 10.566 8.642  -0.713
H: -5.803 12.821 10.205  0.213
O: -0.664 17.627 11.463  -0.707
H: -2.865 19.089 4.453  0.283
H: -2.939 14.875 6.643  -0.311
H: -1.949 19.689 13.172  0.371
C: -8.078 14.616 7.872  2.651
H: -2.829 14.746 13.947  0.380
H: 0.859 13.727 9.214  0.883
C: 0.008 13.008 11.703  -0.560
H: -9.902 15.516 7.776  0.337
H: -6.177 9.647 8.359  0.901
H: 0.094 14.648 7.089  0.306
H: -1.155 14.219 13.014  -0.775
H: -3.382 13.153 13.618  -0.471
H: 0.153 14.989 10.640  0.024
C: -5.688 11.846 10.677  -0.540
C: -5.943 11.701 7.658  1.694
H: -4.476 14.896 15.521  0.498
H: -4.154 14.159 11.206  -0.879
H: -3.762 10.449 11.174  -1.646
C: 0.800 11.860 8.810  -0.624
H: -3.052 7.351 8.478  0.554
C: -5.221 14.870 9.084  1.245
N: -3.646 8.515 10.917  -0.727
C: -2.497 11.814 8.941  0.508
H: 0.260 13.593 5.644  0.339
H: -3.733 12.131 11.633  -0.772
H: -4.159 12.967 8.919  0.923
H: -4.026 16.480 7.984  -1.184
O: -4.474 14.068 15.035  -0.622
C: -3.734 14.915 5.897  1.211
H: -4.674 8.052 8.580  0.300
C: -8.056 14.464 6.363  -1.830
H: -0.322 12.941 9.920  -0.652
H: -3.341 18.276 9.962  0.511
H: -3.480 12.246 6.833  0.519
O: -3.240 10.799 6.843  -0.010
H: -4.600 10.326 8.665  0.273
H: -4.613 8.758 11.076  0.496
H: -2.900 16.355 12.150  -0.432
H: -1.502 13.454 10.292  0.558
H: -3.886 19.045 5.946  0.233
H: -5.280 15.469 9.993  -0.421
H: -4.421 11.129 6.496  -0.662
H: -7.098 14.411 5.845  0.193
C: -0.289 13.344 15.444  0.176
H: -0.428 12.719 7.831  -0.350
H: -5.020 16.271 4.788  0.686
H: -2.957 8.411 5.241  0.284
H: 0.675 12.149 11.634  0.464
H: -0.725 12.434 15.855  0.301
H: -4.679 8.370 5.834  0.301
H: -1.214 10.709 6.934  -0.121
H: -0.983 18.015 14.891  0.573
C: -3.177 14.212 4.691  -1.618
H: 2.606 12.620 9.557  0.379
H: -8.601 15.320 5.965  0.500
C: -1.257 16.760 10.457  -0.288
C: -1.613 9.225 9.760  -1.277
H: -1.843 18.596 12.062  0.200
H: -4.429 10.950 12.711  0.777
H: -5.681 13.885 9.166  -0.579
C: -2.798 17.851 13.650  -0.195
H: 0.576 13.568 16.069  0.505
N: -3.178 13.148 7.174  0.511
H: -0.891 10.681 8.092  -0.088
C: -3.235 13.860 14.435  0.110
C: -5.492 15.142 12.177  -0.855
N: 0.109 13.080 9.018  0.133
O: -3.209 8.864 7.258  -0.111
H: 1.442 13.814 10.338  0.127
C: -3.614 8.285 8.473  -2.167
H: -9.961 13.953 7.846  0.291
C: -0.417 13.962 6.414  -1.515
H: -3.138 14.490 12.629  -0.860
C: -1.132 15.793 16.160  -1.583
H: -1.354 9.934 10.546  -0.073
O: -3.281 17.976 9.052  -0.840
H: -2.951 15.277 8.980  0.870
C: -1.522 17.251 14.332  -0.478
H: -8.648 13.588 6.098  0.698
C: -3.163 9.122 9.665  2.476
H: -4.105 16.033 13.291  0.855
H: -2.200 13.215 6.929  0.475
H: 1.355 14.686 11.863  0.627
C: -3.670 18.580 4.984  -0.840
O: 0.235 13.238 14.159  -0.527
H: -1.159 14.552 5.876  0.311
H: -6.007 11.698 11.709  1.155
C: -3.982 16.790 9.028  0.373
H: -3.437 15.763 11.482  0.764
H: -1.808 10.300 5.321  1.107
H: -3.204 9.937 7.265  1.221
H: 0.377 9.385 6.690  0.241
H: -1.442 12.426 13.216  1.159
H: -3.848 14.264 3.834  0.435
N: -5.409 11.260 6.332  -0.889
H: -7.620 16.802 7.865  0.582
H: -2.880 13.170 4.814  -0.158
O: -1.019 12.973 7.118  -0.030
H: -3.137 10.982 8.649  -1.746
C: -0.183 10.686 8.920  0.942
C: 0.986 9.103 7.548  -0.809
H: -5.323 12.551 7.943  0.156
C: -0.714 13.224 13.068  0.232
C: 0.757 14.202 11.092  -1.050
H: -3.548 16.142 9.790  -0.683
H: -1.198 9.588 8.820  0.400
H: -1.519 15.831 10.964  -1.564
C: -3.117 13.077 8.620  2.070
H: -0.199 15.340 15.824  0.568
O: -2.036 16.193 15.153  -0.258
H: -4.223 14.646 8.707  -1.165
H: -4.708 16.691 6.512  0.491
C: -4.265 16.382 5.566  -0.675
H: -2.533 13.346 15.091  0.829
H: -4.389 17.326 12.178  0.941
H: -0.953 14.207 15.417  -0.806
H: 1.350 8.076 7.524  0.374
H: -5.366 14.583 7.124  -0.160
H: -5.003 16.945 9.378  0.537
O: -5.848 15.672 8.127  0.364
C: -3.272 14.689 11.566  0.061
H: -3.139 8.813 11.738  0.305
C: -3.614 16.869 12.793  -0.462
C: -3.632 8.173 6.063  -1.059
H: -2.430 11.746 10.027  0.637
H: -4.220 13.419 7.030  -2.101
C: -7.240 15.885 8.316  -1.885
H: -0.799 16.810 13.646  0.081
H: -7.760 12.677 6.884  0.005
O: -2.207 14.285 10.712  1.053
C: -2.480 14.340 9.276  -2.299
H: -1.479 14.523 8.886  0.414
O: -6.244 10.810 9.909  -0.642
H: -1.531 15.040 16.838  0.327
C: -1.973 10.941 6.187  -0.417
H: 1.510 11.904 10.805  0.264
H: -1.126 8.262 9.915  0.677
N: -4.799 14.042 6.486  1.260
H: -0.855 16.562 16.881  0.500
H: 1.842 9.766 7.422  0.301
H: -4.600 18.595 4.416  0.348
N: -2.493 18.950 12.749  -0.796
H: -7.662 13.751 8.388  -1.987
H: -0.298 18.371 10.980  0.361
O: -3.236 17.234 5.097  -0.431
H: -5.494 12.063 5.725  0.653

2S+1: 1
ΔE to the lowest compared entry with this formula, charge and spin in eV: 51.356
Gap between HOMO and LUMO in Eh: 0.2145
HOMO energy in eV: -5.46
LUMO energy in eV: 0.4


Here is 5 unconnected molecules or ions with the total composition C19H26Cl2O16S2 in a non-equilibrium geometry from the OMol25 dataset. Energies are from ωB97M-V/def2-TZVPD.

Each line ends with the Mulliken charge.
CARTESIAN COORDINATES (ANGSTROEM)
O: 3.797 5.373 -4.816  -0.560
O: 3.352 -2.270 -0.556  -0.412
H: -6.316 -0.621 7.358  0.305
S: 3.761 -3.885 -0.390  1.142
H: -3.067 -2.973 -0.473  0.361
H: -0.881 -1.962 0.731  -0.120
H: 0.743 -0.296 -1.112  0.258
H: 0.994 -1.217 1.728  0.139
H: 0.825 -3.764 1.326  0.300
C: 2.536 0.675 -5.502  0.571
O: 5.887 5.417 -3.967  -0.315
H: 6.552 6.659 -2.467  0.285
H: -1.987 -4.170 -1.263  0.382
C: 3.970 2.347 -5.911  -0.148
C: -2.176 -0.171 2.861  0.580
H: -4.602 0.930 2.038  0.260
C: -4.228 -1.075 2.774  -0.397
C: 4.589 1.380 -4.943  -0.299
C: -8.330 0.023 6.880  -0.345
H: 5.202 5.532 -0.830  0.299
C: 1.167 -3.681 -0.839  0.713
H: 5.324 0.723 -5.416  0.277
H: -0.093 -5.002 0.361  0.450
O: -3.013 0.782 3.339  -0.342
H: 3.601 3.251 -5.422  0.156
O: 4.126 5.255 -2.589  -0.308
C: 1.464 -0.570 0.938  -0.919
H: -8.616 -1.029 6.804  0.259
Cl: -1.659 -1.837 -2.059  -0.170
H: 1.070 -1.122 -3.194  0.185
O: 3.475 0.598 -4.524  -0.230
C: 6.389 5.592 -2.644  -0.316
C: 0.224 -3.924 0.393  -1.015
Cl: 0.592 -4.347 -2.457  -0.092
H: -1.694 -3.440 1.309  0.345
H: -6.541 1.140 7.395  0.263
H: -4.901 -1.450 2.003  0.353
C: -1.077 -3.035 0.452  0.173
C: 5.287 5.029 -1.793  -0.325
H: 7.332 5.063 -2.513  0.287
H: -4.406 -1.630 3.699  0.257
O: 1.552 0.002 -5.541  -0.514
H: 5.056 1.879 -4.094  0.194
O: -2.865 -1.243 2.388  -0.246
H: -5.055 0.680 3.735  -0.019
C: 1.317 -0.950 -0.414  -0.659
O: 2.269 -4.627 -0.558  -0.345
O: 4.388 -4.133 0.937  -0.605
O: -6.518 0.313 5.510  -0.318
H: 5.396 3.954 -1.623  0.259
O: 2.860 1.614 -6.425  -0.356
C: 4.533 5.351 -3.880  0.691
H: 1.975 0.368 1.260  0.309
H: 4.652 2.631 -6.711  0.328
C: -4.338 0.409 2.962  0.074
C: -6.840 0.215 6.896  -0.350
C: -7.646 0.726 4.863  0.677
O: 4.704 -4.320 -1.454  -0.580
S: 2.144 -1.893 -2.790  -0.277
O: -7.684 1.069 3.721  -0.494
O: -8.723 0.695 5.687  -0.349
C: 1.966 -2.276 -0.964  1.220
C: -2.009 -3.136 -0.818  -0.734
O: -0.988 -0.084 2.856  -0.505
H: -8.817 0.461 7.750  0.310

SMILES: C=C[C@@]1(S)OS(=O)(=O)O[C@@]1(Cl)CCCCl.O=C1OCCO1.O=C1OCCO1.O=C1OCCO1.O=C1OCCO1
2S+1: 1
Gap between HOMO and LUMO in Eh: 0.3015
HOMO energy in eV: -8.14
LUMO energy in eV: 0.1


Here is a molecular structure, C34H42BBrCdN6O2P2S2 from the OMol25 dataset. Energies are from ωB97M-V/def2-TZVPD.

Each line ends with the Mulliken charge.
CARTESIAN COORDINATES (ANGSTROEM)
C: -3.874 0.484 2.544  -0.977
H: 3.220 -0.837 -4.128  0.141
C: -1.441 0.643 2.525  -1.068
H: -1.826 -1.500 -3.034  0.310
H: 0.678 1.363 3.452  0.415
H: 6.416 0.748 4.832  0.372
H: -2.425 0.790 -4.989  0.255
H: -1.878 -4.367 1.829  0.307
C: -1.593 -3.315 1.846  -0.953
H: 3.974 -4.419 -3.447  0.473
H: -7.343 1.251 -0.431  0.390
N: 0.804 0.734 2.654  -0.229
C: 3.623 -3.953 -1.312  -0.628
C: -3.386 3.367 -3.056  -0.872
N: 3.685 -2.383 -2.829  0.267
C: -5.240 0.276 2.037  0.312
Cd: 0.776 -0.141 -0.708  2.630
H: -5.029 1.573 0.345  0.591
P: -0.038 2.316 -0.857  1.042
H: -1.750 3.093 0.665  0.296
H: -0.096 3.477 1.210  0.209
N: 1.940 -2.880 1.445  0.233
H: -3.786 0.754 3.592  0.470
H: 4.913 -1.335 -4.168  0.300
H: -1.920 -2.836 0.926  0.207
C: -2.364 3.330 -2.123  -0.736
H: 1.304 -0.261 -5.304  0.431
H: -0.858 4.448 -0.076  0.642
H: 0.091 -3.610 4.038  0.521
C: 1.968 1.097 1.799  2.405
H: -2.058 -2.821 2.698  0.400
C: -3.413 2.451 -4.094  -0.976
C: 0.563 -3.368 3.106  -0.427
C: -7.413 -0.739 2.301  -0.576
H: -1.549 -1.274 -4.777  0.479
H: -8.078 -1.386 2.855  0.375
C: -2.405 1.508 -4.179  -0.796
H: -0.095 0.739 -5.745  0.480
C: -1.344 2.381 -2.183  0.343
H: 0.915 4.220 -2.035  0.447
C: 1.294 3.266 -1.662  -1.076
H: -4.163 4.114 -2.967  0.435
N: 3.423 -2.739 -0.700  0.204
H: 2.636 -0.811 3.579  0.464
H: -4.207 2.470 -4.828  0.422
C: -0.766 3.452 0.358  -1.613
N: -0.156 -3.181 1.953  0.264
O: 4.072 3.095 1.811  -0.776
H: 2.091 3.421 -0.941  0.248
H: 1.290 1.459 -4.895  0.297
C: 3.888 -1.695 -4.084  -0.724
C: 3.462 -1.782 -1.641  -0.330
H: 3.160 2.965 1.383  0.321
H: 3.675 -2.385 -4.897  0.336
C: -1.378 1.458 -3.239  0.285
C: 3.209 1.027 2.675  -0.800
C: -5.698 0.924 0.893  -0.203
C: 4.543 -0.167 4.314  -0.931
C: -6.113 -0.550 2.739  -0.414
H: 1.992 0.230 1.109  -1.540
C: 5.517 0.823 4.234  -0.358
C: -7.860 -0.092 1.158  -0.400
B: 3.377 -2.548 0.838  0.004
H: 4.117 -3.364 1.332  -0.247
H: 3.636 -4.863 -0.746  0.511
H: -0.396 -2.198 -3.791  0.425
H: -5.768 -1.048 3.637  0.429
C: -6.999 0.740 0.457  -0.761
H: 1.689 2.685 -2.499  0.211
H: 6.089 2.686 3.324  0.454
C: 0.702 -2.885 0.950  -0.207
C: -1.067 -1.338 -3.800  -1.420
H: 2.746 -3.220 3.388  0.649
S: 0.184 -2.590 -0.683  -0.445
C: 5.346 1.905 3.395  -0.724
H: -2.385 4.056 -1.324  0.287
H: 3.661 -1.422 1.118  -0.004
H: -8.876 -0.232 0.819  0.382
N: -0.309 0.449 1.971  0.237
H: -1.509 1.052 3.539  0.270
S: 3.285 -0.084 -1.448  -0.368
H: 4.674 -1.016 4.971  0.396
C: -2.722 0.374 1.885  0.761
C: 1.862 -3.177 2.784  -1.066
C: 4.196 2.023 2.609  0.407
C: 3.406 -0.049 3.534  -0.236
P: -0.099 0.161 -3.379  1.028
Br: -2.687 -0.082 0.046  -0.012
O: 1.809 2.239 1.120  -0.529
C: 0.672 0.568 -4.987  -1.505
C: 3.787 -3.743 -2.636  -0.543

2S+1: 1
ΔE to the lowest compared entry with this formula, charge and spin in eV: 0.000
Gap between HOMO and LUMO in Eh: 0.2732
HOMO energy in eV: -7.10
LUMO energy in eV: 0.3